A:
48
Properties=species:S:1:pos:R:3:mulliken_charge:R:1 method="wB97M-V/def2-TZVPD" orbital_gap_ev=9.12 smiles="NC(N)=O.NC(N)=O.NC(N)=O.NC(N)=O.NC(N)=O.NC(N)=O" lumo_ev=0.324
C -2.396 3.593 -20.440 0.55
O -2.450 4.753 -20.869 -0.87
N -3.046 2.542 -20.972 -0.26
N -1.522 3.293 -19.476 -0.19
H -3.802 2.759 -21.601 0.15
H -2.799 1.596 -20.752 0.16
H -1.109 4.040 -18.935 0.20
H -1.124 2.371 -19.476 0.15
C 1.280 5.791 -18.060 0.62
O 0.628 4.736 -18.261 -0.72
N 2.117 6.220 -19.000 -0.30
N 1.247 6.509 -16.921 -0.44
H 2.047 5.918 -19.956 0.19
H 2.691 7.012 -18.765 0.16
H 1.886 7.259 -16.734 0.15
H 0.659 6.134 -16.196 0.24
C -4.583 8.008 -20.355 0.61
O -4.967 7.668 -19.230 -0.66
N -3.680 7.307 -21.062 -0.32
N -5.199 8.950 -21.050 -0.35
H -3.330 6.419 -20.718 0.33
H -3.568 7.346 -22.060 0.20
H -5.026 9.004 -22.040 0.15
H -5.799 9.690 -20.736 0.21
C 2.378 3.207 -21.424 0.60
O 3.169 2.963 -20.526 -0.63
N 2.634 3.168 -22.759 -0.41
N 1.157 3.755 -21.239 -0.31
H 3.520 2.783 -23.037 0.23
H 1.983 3.649 -23.347 0.18
H 0.925 3.870 -20.258 0.18
H 0.394 3.864 -21.883 0.18
C -0.541 0.357 -15.901 0.58
O -1.561 1.018 -15.764 -0.63
N 0.177 0.294 -17.032 -0.40
N 0.052 -0.268 -14.874 -0.40
H -0.266 0.767 -17.803 0.18
H 0.598 -0.600 -17.228 0.25
H -0.315 -0.237 -13.941 0.23
H 0.991 -0.591 -15.032 0.20
C -5.678 0.557 -22.283 0.73
O -5.512 1.108 -23.358 -0.63
N -4.889 -0.406 -21.721 -0.44
N -6.745 0.785 -21.465 -0.45
H -5.176 -0.668 -20.800 0.16
H -4.182 -0.813 -22.308 0.22
H -7.549 1.119 -21.972 0.24
H -6.855 0.100 -20.743 0.17

B:
48
Properties=species:S:1:pos:R:3:mulliken_charge:R:1 method="wB97M-V/def2-TZVPD" orbital_gap_ev=9.38 smiles="NC(N)=O.NC(N)=O.NC(N)=O.NC(N)=O.NC(N)=O.NC(N)=O" lumo_ev=-0.078
C 3.372 -1.029 2.454 0.40
O 3.998 -1.124 3.473 -0.68
N 3.145 -0.005 1.736 -0.47
N 2.773 -1.940 1.807 -0.27
H 2.591 0.219 0.922 0.43
H 3.475 0.843 2.175 0.15
H 2.148 -1.501 1.147 0.26
H 2.691 -2.868 2.196 0.18
C -1.610 4.261 -1.946 0.46
O -2.781 4.381 -2.112 -0.67
N -0.710 5.135 -1.975 -0.29
N -1.067 3.066 -1.684 -0.27
H -0.944 6.105 -2.132 0.21
H 0.146 4.801 -1.558 0.18
H -1.628 2.237 -1.818 0.07
H -0.091 2.939 -1.456 0.24
C 1.343 1.220 -0.943 0.55
O 1.551 2.360 -1.272 -0.80
N 0.428 0.827 -0.116 0.04
N 2.076 0.200 -1.256 -0.22
H -0.422 1.360 0.000 0.24
H 0.442 -0.145 0.160 0.13
H 1.718 -0.733 -1.115 0.24
H 2.877 0.557 -1.758 0.22
C -2.093 0.945 3.509 0.59
O -3.271 1.306 3.473 -0.67
N -1.136 1.525 2.804 -0.39
N -1.750 -0.218 3.886 -0.37
H -1.455 2.320 2.269 0.21
H -0.201 1.456 3.179 0.20
H -2.425 -0.769 4.395 0.19
H -0.753 -0.374 3.929 0.23
C -0.642 -2.037 -3.461 0.47
O -0.027 -3.004 -3.054 -0.74
N -1.405 -1.998 -4.494 -0.38
N -0.604 -0.894 -2.918 -0.50
H -1.508 -2.823 -5.067 0.26
H -1.696 -1.052 -4.694 0.15
H -1.354 -0.283 -3.209 0.19
H 0.056 -0.771 -2.163 0.44
C -0.325 -2.710 0.585 0.31
O 0.409 -1.888 0.049 -0.63
N -0.911 -2.562 1.773 -0.31
N -0.851 -3.739 0.043 -0.36
H -1.159 -3.445 2.197 0.17
H -0.590 -1.764 2.302 0.19
H -1.147 -4.469 0.676 0.16
H -0.682 -3.916 -0.937 0.26

Most stable: A (next structure +3.561 eV)

A:
81
Properties=species:S:1:pos:R:3:mulliken_charge:R:1 method="wB97M-V/def2-TZVPD" orbital_gap_ev=7.56 total_charge=+2 lumo_ev=-6.348
C 2.361 4.494 -0.571 -0.37
C 1.288 3.895 -1.273 0.64
C 1.404 3.711 -2.666 -0.40
C 2.662 3.934 -3.243 -0.45
N 3.723 4.312 -2.541 -0.52
C 3.565 4.672 -1.272 -0.38
C 0.136 3.407 -0.570 -0.14
C -0.699 2.859 0.174 -0.23
C -1.935 2.479 0.831 0.86
C -2.272 1.300 1.623 -0.43
C -3.606 0.829 1.872 -0.25
C -4.612 1.714 1.530 -0.51
C -4.309 2.996 1.033 -0.41
C -2.998 3.358 0.655 -0.92
Mg -1.155 -0.440 1.095 1.02
P 1.598 -0.384 0.100 0.91
H 0.610 3.220 -3.239 0.46
H 2.328 4.622 0.517 0.47
H 2.813 3.685 -4.288 0.41
H 4.445 5.015 -0.743 0.39
H -2.795 4.308 0.165 0.57
H -1.586 1.110 2.483 0.30
H -5.101 3.711 0.917 0.51
H -3.791 -0.144 2.365 0.62
C 2.316 -2.074 0.321 -0.95
C 3.543 -2.490 -0.468 -1.64
H 1.513 -2.785 0.078 0.48
H 2.520 -2.173 1.395 0.62
H 3.747 -3.534 -0.197 0.46
H 3.399 -2.445 -1.552 0.28
H 4.440 -1.907 -0.239 0.31
C 1.937 -0.017 -1.686 -0.08
C 3.325 0.392 -2.140 -1.53
H 1.231 0.791 -1.943 0.25
H 1.616 -0.918 -2.233 0.35
H 3.273 0.506 -3.229 0.44
H 3.649 1.347 -1.712 0.17
H 4.098 -0.349 -1.919 0.26
C 2.768 0.744 0.965 0.16
C 4.242 0.388 1.068 -1.56
H 2.370 0.849 1.985 0.34
H 2.649 1.720 0.472 -0.22
H 4.701 1.181 1.674 0.45
H 4.431 -0.578 1.550 0.35
H 4.759 0.371 0.102 0.27
Br -6.426 1.235 1.919 -0.11
P -1.765 -1.635 -1.107 0.38
C -0.635 -2.480 -2.252 -0.22
C -1.235 -3.752 -2.841 -1.38
H 0.296 -2.715 -1.698 0.13
H -0.361 -1.778 -3.061 0.52
H -0.467 -4.234 -3.462 0.46
H -1.553 -4.455 -2.059 0.31
H -2.104 -3.536 -3.479 0.26
C -2.843 -2.859 -0.282 -0.51
C -4.166 -3.118 -1.007 -1.38
H -3.034 -2.465 0.740 0.45
H -2.275 -3.800 -0.161 0.51
H -4.753 -3.787 -0.358 0.45
H -4.737 -2.187 -1.178 0.30
H -4.006 -3.629 -1.973 0.27
C -2.754 -0.380 -1.994 -0.47
C -3.175 -0.817 -3.397 -1.30
H -2.134 0.537 -2.030 0.35
H -3.626 -0.124 -1.366 0.39
H -3.733 0.025 -3.834 0.44
H -2.295 -1.041 -4.023 0.32
H -3.837 -1.700 -3.358 0.26
N -0.185 -2.495 2.860 -0.13
C 0.005 -1.377 3.653 0.63
C 0.390 -1.491 4.996 -0.95
C 0.573 -0.328 5.735 -0.57
C 0.406 0.893 5.063 -0.90
C 0.065 0.910 3.713 0.12
N -0.120 -0.236 2.986 0.40
H 0.042 -2.376 1.858 -0.44
H 0.098 -3.372 3.290 0.34
H 0.521 -2.475 5.381 0.46
H 0.810 -0.344 6.783 0.46
H 0.525 1.860 5.543 0.47
H -0.114 1.843 3.154 0.34

B:
81
Properties=species:S:1:pos:R:3:mulliken_charge:R:1 method="wB97M-V/def2-TZVPD" orbital_gap_ev="4.37 / 4.39" total_charge=+2 lumo_ev="-7.369 / -7.341"
C -0.701 6.856 -3.607 -0.49
C -0.952 5.482 -3.785 0.74
C -1.176 5.036 -5.111 -0.34
C -1.217 5.981 -6.150 -0.36
N -1.021 7.282 -5.943 -0.53
C -0.763 7.718 -4.712 -0.33
C -0.977 4.601 -2.638 0.23
C -1.000 3.796 -1.712 -1.31
C -0.957 2.606 -0.959 1.27
C 0.163 2.381 -0.117 -1.50
C 0.677 1.063 -0.033 -0.65
C -0.176 -0.013 -0.400 0.36
C -1.490 0.286 -0.736 0.23
C -1.866 1.577 -1.121 -1.43
Mg -0.821 1.387 1.551 1.30
P 2.082 -1.301 1.361 0.87
H -1.326 3.985 -5.351 0.42
H -0.468 7.262 -2.625 0.40
H -1.417 5.681 -7.185 0.38
H -0.603 8.794 -4.597 0.37
H -2.780 1.740 -1.696 0.60
H 0.828 3.210 0.114 0.79
H -2.283 -0.441 -0.791 0.65
H 1.746 0.993 0.166 0.03
C 2.318 -2.914 2.152 -0.59
C 3.173 -3.901 1.384 -1.19
H 1.317 -3.337 2.319 0.57
H 2.733 -2.690 3.145 0.45
H 3.317 -4.763 2.044 0.42
H 2.682 -4.270 0.477 0.26
H 4.160 -3.500 1.127 0.25
C 1.983 -1.658 -0.443 1.40
C 2.896 -0.861 -1.349 -1.51
H 0.912 -1.394 -0.705 -1.00
H 2.112 -2.730 -0.621 0.14
H 2.627 -1.085 -2.390 0.42
H 2.779 0.219 -1.227 0.28
H 3.952 -1.121 -1.219 0.40
C 3.570 -0.289 1.664 -0.38
C 4.888 -1.050 1.619 -1.53
H 3.421 0.161 2.659 0.39
H 3.594 0.547 0.949 0.43
H 5.687 -0.326 1.811 0.48
H 4.957 -1.821 2.393 0.37
H 5.094 -1.501 0.642 0.27
Br -0.594 -1.607 1.550 -0.37
P -2.533 -3.554 -1.634 -0.27
C -0.731 -3.663 -1.400 0.87
C -0.264 -5.071 -1.763 -1.54
H -0.499 -3.399 -0.359 -0.61
H -0.229 -2.920 -2.034 0.32
H 0.796 -5.080 -2.036 0.37
H -0.408 -5.763 -0.929 0.35
H -0.826 -5.465 -2.616 0.46
C -3.261 -3.496 0.044 -0.02
C -4.672 -4.108 0.066 -1.41
H -3.256 -2.466 0.433 0.08
H -2.595 -4.113 0.673 0.36
H -5.025 -4.273 1.086 0.39
H -5.395 -3.472 -0.447 0.35
H -4.671 -5.077 -0.436 0.38
C -2.708 -1.976 -2.494 0.33
C -3.071 -2.017 -3.973 -1.52
H -1.726 -1.493 -2.403 -0.32
H -3.469 -1.402 -1.954 0.63
H -3.462 -1.036 -4.265 0.40
H -2.184 -2.226 -4.575 0.33
H -3.832 -2.762 -4.211 0.37
N 0.337 3.297 7.381 -0.44
C 0.257 2.527 6.271 1.20
C 1.320 1.704 5.847 -0.88
C 1.236 1.092 4.596 -0.39
N 0.204 1.319 3.731 -0.25
C -0.896 1.943 4.230 -0.03
C -0.895 2.574 5.469 -1.17
H 1.149 3.316 7.979 0.21
H -0.428 3.899 7.647 0.20
H 2.200 1.623 6.477 0.36
H 2.011 0.389 4.276 0.34
H -1.815 1.903 3.618 0.53
H -1.739 3.169 5.800 0.35

Most stable: A (next structure +5.373 eV)

A:
8
Properties=species:S:1:pos:R:3:mulliken_charge:R:1 method="wB97M-V/def2-TZVPD" orbital_gap_ev=6.23 total_charge=-1 lumo_ev=3.578
C -2.285 -0.084 0.117 0.61
N 0.720 0.202 -0.717 -0.48
O -2.567 0.458 -0.851 -0.35
O -2.118 -0.636 1.107 -0.33
S 0.860 1.389 0.451 -0.24
S 0.903 -1.387 -0.244 -0.24
H 2.221 1.621 0.452 0.02
H 2.266 -1.562 -0.316 0.01

B:
8
Properties=species:S:1:pos:R:3:mulliken_charge:R:1 method="wB97M-V/def2-TZVPD" orbital_gap_ev=7.36 total_charge=-1 smiles="NC([S-])=S(=O)=O" lumo_ev=3.624
C -0.047 -0.640 -0.199 0.16
N 1.217 -0.307 0.121 -0.38
O -0.422 1.827 0.429 -0.68
O -2.209 1.047 -1.138 -0.61
S -0.502 -2.272 -0.024 -0.50
S -1.395 0.732 0.085 0.54
H 1.908 -1.020 0.489 0.22
H 1.451 0.633 0.237 0.25

Most stable: B (next structure +0.543 eV)

A:
7
Properties=species:S:1:pos:R:3:mulliken_charge:R:1 method="wB97M-V/def2-TZVPD" orbital_gap_ev=10.43 smiles="[H]/N=N/C" lumo_ev=0.828
C 0.545 -0.032 0.019 -0.60
N -1.672 0.271 0.075 -0.42
N -0.773 -0.580 -0.106 -0.08
H 0.837 0.066 1.027 0.28
H 0.839 1.075 -0.241 0.27
H 1.234 -0.655 -0.532 0.28
H -2.475 -0.342 0.104 0.26

B:
7
Properties=species:S:1:pos:R:3:mulliken_charge:R:1 method="wB97M-V/def2-TZVPD" orbital_gap_ev=10.52 lumo_ev=0.871
C 0.523 -0.108 0.332 0.05
H -1.331 -1.086 0.232 0.27
H -1.201 0.130 -0.986 0.25
H 0.894 -1.060 0.751 0.28
H 0.513 1.567 -0.206 0.23
N -0.570 -0.460 -0.413 -0.53
N 1.172 1.017 0.290 -0.56

Most stable: B (next structure +0.874 eV)

A:
65
Properties=species:S:1:pos:R:3:lowdin_spin:R:1 method="wB97M-V/def2-TZVPD" orbital_gap_ev="6.67 / 6.54" lumo_ev="-1.125 / -1.134" multiplicity=2
Ru -1.467 -1.144 -0.696 0.66
S -3.707 -0.887 -1.606 -0.01
Sb -3.760 0.688 0.163 -0.01
S -2.371 -1.320 1.231 0.34
S -1.520 1.178 -0.565 -0.01
S -5.272 2.368 0.149 -0.04
N -4.099 -6.421 -3.403 0.00
C -3.328 -5.925 -2.712 0.00
C -2.349 -5.315 -1.855 0.00
C -1.443 -6.092 -1.142 0.00
C -0.522 -5.449 -0.338 0.00
C -0.536 -4.066 -0.277 0.00
N -1.402 -3.319 -0.969 0.00
C -2.303 -3.931 -1.734 0.00
H -1.472 -7.170 -1.218 0.00
H 0.199 -6.005 0.243 0.00
H 0.161 -3.520 0.347 0.00
H -3.010 -3.301 -2.257 0.00
N -1.453 0.582 -5.930 0.00
C -0.822 -0.214 -5.027 0.00
C -1.280 -0.277 -3.693 0.01
N -0.671 -1.033 -2.807 0.00
C 0.403 -1.739 -3.203 0.00
C 0.833 -1.667 -4.506 0.00
N 0.230 -0.914 -5.428 0.00
H -2.324 1.023 -5.701 0.00
H -1.172 0.523 -6.892 0.00
H -2.144 0.282 -3.358 0.00
H 0.911 -2.337 -2.460 0.00
H 1.696 -2.235 -4.829 0.00
S 0.867 -1.018 0.043 0.02
Sb 0.784 1.060 1.092 0.00
C -0.669 1.250 2.593 0.01
C -0.708 0.243 3.549 0.01
C -1.660 0.289 4.556 0.00
C -2.563 1.342 4.611 0.00
C -2.518 2.350 3.657 0.00
C -1.571 2.304 2.644 0.00
C 2.504 0.883 2.343 0.00
C 3.130 2.040 2.802 0.00
C 4.204 1.959 3.676 0.00
C 4.661 0.718 4.098 0.00
C 4.045 -0.438 3.643 0.00
C 2.969 -0.357 2.767 0.00
C 1.354 2.786 0.030 0.00
C 0.550 3.915 -0.071 0.00
C 1.000 5.016 -0.782 0.00
C 2.236 4.979 -1.416 0.00
C 3.027 3.842 -1.336 0.00
C 2.590 2.746 -0.605 0.00
H -0.014 -0.588 3.503 0.00
H -1.702 -0.502 5.294 0.00
H -3.309 1.374 5.394 0.00
H -3.229 3.165 3.690 0.00
H -1.573 3.075 1.882 0.00
H 2.784 3.016 2.474 0.00
H 4.683 2.864 4.026 0.00
H 5.500 0.654 4.779 0.00
H 4.403 -1.407 3.968 0.00
H 2.499 -1.263 2.404 0.00
H -0.438 3.934 0.371 0.00
H 0.377 5.898 -0.855 0.00
H 2.577 5.836 -1.981 0.00
H 3.984 3.807 -1.839 0.00
H 3.220 1.867 -0.527 0.00

B:
65
Properties=species:S:1:pos:R:3:lowdin_spin:R:1 method="wB97M-V/def2-TZVPD" orbital_gap_ev="6.85 / 6.54" lumo_ev="-0.950 / -1.236" multiplicity=2
Ru -0.539 0.481 0.592 0.72
S 1.977 -1.713 -1.847 0.00
Sb 1.098 0.283 -2.389 0.00
S 0.745 1.883 -0.667 0.06
S -1.189 -0.612 -1.261 -0.03
S 1.652 1.199 -4.328 0.00
N 2.439 1.424 6.253 0.00
C 2.347 0.819 5.281 0.00
C 2.233 0.064 4.066 0.00
C 2.866 -1.168 3.917 0.00
C 2.723 -1.841 2.720 0.00
C 1.945 -1.280 1.719 0.00
N 1.325 -0.105 1.872 0.00
C 1.474 0.559 3.015 0.00
H 3.463 -1.571 4.724 0.00
H 3.206 -2.793 2.551 0.00
H 1.829 -1.748 0.747 0.00
H 0.988 1.525 3.098 0.00
N -3.869 -1.436 4.524 0.00
C -3.055 -1.783 3.486 0.00
C -2.227 -0.828 2.868 0.00
N -1.476 -1.149 1.831 0.01
C -1.472 -2.425 1.419 0.00
C -2.247 -3.360 2.075 0.00
N -3.051 -3.051 3.089 0.00
H -4.123 -0.472 4.643 0.00
H -4.550 -2.122 4.801 0.00
H -2.218 0.203 3.199 0.00
H -0.856 -2.675 0.567 0.00
H -2.234 -4.396 1.758 0.00
S -2.412 1.541 0.459 0.21
Sb -3.452 0.355 -1.614 0.00
C -5.104 -0.239 -0.424 0.00
C -5.042 -1.460 0.243 0.00
C -6.064 -1.840 1.101 0.00
C -7.160 -1.005 1.284 0.00
C -7.228 0.208 0.613 0.00
C -6.199 0.594 -0.238 0.00
C -3.936 2.137 -2.661 0.00
C -3.954 3.359 -1.996 0.01
C -4.331 4.512 -2.668 0.00
C -4.683 4.452 -4.009 0.00
C -4.663 3.236 -4.676 0.00
C -4.296 2.079 -4.004 0.00
C -3.747 -1.032 -3.228 0.00
C -2.768 -1.131 -4.216 0.00
C -2.880 -2.068 -5.232 0.00
C -3.973 -2.925 -5.264 0.00
C -4.953 -2.834 -4.286 0.00
C -4.840 -1.890 -3.271 0.00
H -4.192 -2.121 0.101 0.00
H -6.004 -2.787 1.623 0.00
H -7.962 -1.303 1.946 0.00
H -8.084 0.857 0.751 0.00
H -6.256 1.551 -0.746 0.00
H -3.653 3.420 -0.957 0.00
H -4.344 5.459 -2.144 0.00
H -4.967 5.354 -4.536 0.00
H -4.937 3.183 -5.722 0.00
H -4.296 1.134 -4.533 0.00
H -1.901 -0.476 -4.201 0.00
H -2.113 -2.132 -5.993 0.00
H -4.058 -3.664 -6.050 0.00
H -5.808 -3.497 -4.311 0.00
H -5.618 -1.829 -2.520 0.00

Most stable: A (next structure +1.310 eV)

A:
26
Properties=species:S:1:pos:R:3:mulliken_charge:R:1 method="wB97M-V/def2-TZVPD" orbital_gap_ev=7.57 smiles="C=C(C)[C@@H](C)N.N=C1N=CC=N1" lumo_ev=-1.616
C -0.961 -1.251 -3.272 -1.22
C 0.189 -0.234 -3.055 0.18
C 0.974 -0.611 -1.821 0.69
C 2.029 -1.664 -2.060 -1.36
C 0.813 -0.055 -0.636 -0.96
C 0.170 0.672 2.503 0.54
C -1.423 -0.130 3.637 -0.09
C -1.958 0.669 2.586 -0.09
H -1.485 -0.942 -4.178 0.35
H -1.689 -1.208 -2.440 0.29
H -0.596 -2.273 -3.409 0.36
H 0.869 -0.368 -3.930 0.28
H -0.740 1.366 -3.894 0.26
H 0.347 1.769 -2.719 0.23
H 2.425 -2.019 -1.084 0.38
H 1.612 -2.501 -2.633 0.29
H 2.898 -1.286 -2.627 0.28
H 0.126 0.779 -0.476 0.37
H 1.365 -0.504 0.202 0.29
H 1.394 1.399 1.249 0.33
H -2.010 -0.693 4.340 0.39
H -2.994 0.929 2.320 0.38
N -0.379 1.103 -2.972 -0.70
N 1.394 0.875 2.117 -0.60
N -0.101 -0.004 3.612 -0.52
N -0.989 1.050 1.812 -0.36

B:
26
Properties=species:S:1:pos:R:3:mulliken_charge:R:1 method="wB97M-V/def2-TZVPD" orbital_gap_ev=8.84 smiles=CCCc1c(C)nc(N)nc1N lumo_ev=0.932
C -1.904 -0.720 1.373 -1.24
C -2.430 0.198 0.222 -0.40
C -1.432 0.099 -0.927 -1.25
C -0.013 -0.020 -0.723 0.59
C 0.736 1.147 -0.205 0.59
C 0.128 2.597 -0.258 -0.99
C 2.564 -0.084 0.194 0.26
C 0.703 -1.243 -0.428 0.20
H -1.950 -1.735 1.014 0.29
H -0.922 -0.425 1.819 0.28
H -2.712 -0.613 2.108 0.46
H -2.435 1.178 0.670 0.26
H -3.378 -0.231 0.026 0.43
H -1.844 -0.758 -1.620 0.41
H -1.640 1.023 -1.490 0.45
H 0.280 3.108 0.701 0.31
H 0.548 3.209 -1.080 0.29
H -1.036 2.545 -0.535 0.21
H 4.410 0.562 0.842 0.27
H 4.212 -1.078 -0.069 0.25
H -0.699 -2.777 -1.073 0.25
H 0.791 -3.229 -0.536 0.27
N 2.010 1.176 0.143 -0.73
N 3.917 -0.201 0.336 -0.41
N 1.970 -1.245 0.006 -0.70
N 0.127 -2.483 -0.508 -0.36

Most stable: B (next structure +2.305 eV)